[1]
10
Properties=species:S:1:pos:R:3 method="wB97M-V/def2-TZVPD" homo_lumo_gap_ev=11.3442 total_energy_ha=-151.5195 total_charge=+1 molar_mass_g_mol=47.1
N -1.69660 0.22337 -0.34556
H -1.79967 -0.66590 -0.84078
H -2.49661 0.35182 0.27603
H -1.74031 0.95029 -1.05779
H -0.75517 0.06524 0.21696
C 1.99602 -0.01788 0.13760
N 0.80070 -0.11423 0.59377
H 2.83013 -0.50294 0.67247
H 2.23363 0.78941 -0.54653
H 0.62788 -1.07919 0.89385

[2]
82
Properties=species:S:1:pos:R:3 method="wB97M-V/def2-TZVPD" homo_lumo_gap_ev=8.5235 total_energy_ha=-2766.0559 total_charge=+2 molar_mass_g_mol=598.8
Al -0.48355 0.30662 0.59381
N -1.42775 1.65921 2.18812
N -1.65615 0.75216 3.24444
C -2.03887 -0.53301 2.85178
N -2.51558 -1.41168 3.64871
N -1.81598 -0.72429 1.51100
N -2.01957 -2.01870 0.97241
O -0.92750 -2.83043 1.41869
O -3.19833 -2.62384 1.36110
H -0.78249 2.37014 2.51171
H -2.29267 2.11324 1.90332
H -2.13263 1.12967 4.05007
H -2.64006 -1.08384 4.60007
H -3.18912 -2.57024 2.35935
C 2.59849 2.80202 -0.63708
Si 1.45204 1.61278 -1.45452
C 2.14013 -0.10492 -1.56129
C 0.59795 2.32333 -2.90722
C 1.10474 2.46738 -4.20142
C 0.39332 3.23383 -5.11160
C -0.79004 3.86465 -4.72532
C -1.27802 3.72625 -3.43540
C -0.58003 2.93877 -2.51680
Si -1.03919 2.57462 -0.75177
C -2.86035 2.09096 -0.80757
C -0.86795 4.14067 0.27535
H 3.49913 2.81180 -1.26440
H 2.89449 2.51574 0.37035
H 2.19175 3.81344 -0.63115
H 3.21847 -0.01973 -1.72928
H 1.67848 -0.63746 -2.39204
H 1.97428 -0.66794 -0.64359
H 2.03423 1.99846 -4.50426
H 0.76038 3.35340 -6.12240
H -1.32966 4.47024 -5.44206
H -2.20095 4.22478 -3.15885
H -3.42202 3.00700 -1.01269
H -3.27248 1.64472 0.09847
H -3.01689 1.40707 -1.64075
H -1.18471 4.97403 -0.35778
H 0.15644 4.35092 0.58783
H -1.50442 4.16226 1.16274
C 2.92996 -4.32654 1.63016
N 3.10878 -2.86372 1.87068
C 3.98429 -2.24768 0.83188
C 1.76449 -2.17343 1.97107
C 1.89833 -0.72529 2.36865
C 2.72210 -0.43345 3.45760
C 2.96946 0.86858 3.85453
C 2.38244 1.90123 3.14004
C 1.52942 1.59533 2.09073
C 1.22413 0.28711 1.67112
H 3.90477 -4.80650 1.61789
H 2.43753 -4.45028 0.66866
H 2.31199 -4.73942 2.42275
H 3.57655 -2.75419 2.76972
H 3.48790 -2.36268 -0.12950
H 4.93941 -2.76599 0.82580
H 4.11991 -1.19629 1.06641
H 1.17797 -2.74820 2.68753
H 1.30692 -2.28766 0.99102
H 3.17516 -1.23189 4.04063
H 3.60951 1.07090 4.70260
H 2.58006 2.93207 3.40525
H 1.08725 2.43453 1.55878
N -4.31266 -0.81426 -2.43929
C -3.63667 -1.29618 -1.23657
P -1.85338 -1.56963 -1.59041
O -1.78551 -1.13396 -3.11728
O -0.76313 -0.72175 -0.91978
C -1.52050 -3.35833 -1.66235
N -0.16817 -3.74238 -1.24460
H -2.70285 -0.86367 -3.38831
H -4.75654 0.08197 -2.29423
H -5.01726 -1.46290 -2.76325
H -4.03550 -2.24293 -0.87482
H -3.70949 -0.60572 -0.40025
H -1.75909 -3.63422 -2.69378
H -2.24072 -3.84367 -1.00186
H -0.62367 -3.25838 0.59475
H 0.52210 -3.37149 -1.88777
H -0.09265 -4.75311 -1.29423

[3]
27
Properties=species:S:1:pos:R:3 method="wB97M-V/def2-TZVPD" homo_lumo_gap_ev=7.5530 total_energy_ha=-744.0231 total_charge=0 molar_mass_g_mol=217.2
C -0.19324 2.28039 0.58775
H 0.95244 2.53892 0.65541
H -0.44175 2.81426 -0.45811
H -0.79359 2.61826 1.30955
O -0.23931 0.69429 0.28899
C -1.50459 0.20141 0.26141
C -1.72654 -1.20831 0.24177
C -0.81373 -2.21675 0.02402
N 0.41712 -2.30750 0.10573
C 1.42882 -1.37379 0.00781
C 2.29828 -0.89505 1.01483
C 3.25127 -0.07057 0.67881
C 3.45352 0.33726 -0.53374
C 2.51409 0.35867 -1.37165
C 1.46664 -0.65449 -1.32303
H 0.67409 -0.87051 -1.83908
H 2.58430 0.63527 -2.29896
H 4.18204 1.18553 -0.50679
H 4.19121 0.12746 1.49090
H 2.26348 -1.58421 2.04804
H -1.39028 -3.17856 0.10007
O -3.10774 -1.21857 0.05345
C -3.60950 -0.01560 -0.04199
C -2.78897 0.94931 0.26295
H -2.97739 2.10755 -0.10574
O -4.84361 -0.07236 -0.27859
H -5.24708 -1.18229 -0.37382